(1)
{
  "formula": "C48H53GeN8O3PtS2SeTe",
  "method": "the ωB97M-V functional and the def2-TZVPD basis",
  "relative_energy_kj_mol": 192.9,
  "energy_ev": -222758.4191,
  "homo_ev": [-12.15, -12.16],
  "multiplicity": 2,
  "homo_lumo_gap_ev": [5.96, 5.97],
  "charge": 2,
  "elements": ["Pt", "N", "C", "C", "C", "C", "C", "C", "N", "C", "C", "C", "S", "C", "N", "H", "H", "H", "H", "H", "H", "H", "N", "C", "C", "C", "C", "C", "C", "S", "O", "O", "N", "C", "N", "C", "C", "C", "N", "H", "H", "H", "H", "H", "H", "H", "H", "H", "C", "Ge", "C", "C", "C", "Se", "C", "H", "H", "H", "H", "H", "H", "H", "H", "H", "H", "H", "H", "H", "H", "C", "C", "C", "C", "C", "C", "Te", "N", "C", "O", "C", "C", "C", "C", "C", "C", "C", "C", "C", "C", "C", "C", "C", "C", "C", "C", "H", "H", "H", "H", "H", "H", "H", "H", "H", "H", "H", "H", "H", "H", "H", "H", "H", "H", "H", "H", "H", "H", "H"],
  "xyz": [[-0.202, 0.013, 0.164], [1.689, -0.317, 3.889], [0.416, -0.160, 4.437], [-0.054, -0.187, 5.747], [-1.405, 0.021, 5.920], [-2.268, 0.239, 4.828], [-1.794, 0.264, 3.534], [-0.427, 0.062, 3.357], [0.341, 0.051, 2.191], [1.581, -0.194, 2.557], [2.624, -0.296, 1.553], [3.970, -0.405, 1.660], [4.658, -0.507, 0.104], [3.112, -0.397, -0.604], [2.146, -0.278, 0.266], [2.528, -0.534, 4.401], [0.605, -0.368, 6.587], [-1.816, 0.015, 6.920], [-3.323, 0.385, 5.015], [-2.441, 0.416, 2.678], [4.587, -0.428, 2.545], [2.932, -0.436, -1.669], [1.243, 5.139, -5.809], [0.981, 3.933, -5.229], [-0.245, 3.288, -5.455], [-0.525, 2.084, -4.849], [0.423, 1.500, -4.005], [1.638, 2.133, -3.760], [1.917, 3.337, -4.367], [-0.008, 0.061, -3.149], [1.184, -0.611, -2.700], [-0.965, -0.681, -3.909], [-0.697, 0.618, -1.730], [-2.075, 0.784, -1.602], [-2.876, 1.074, -2.611], [-4.171, 1.167, -2.311], [-4.667, 0.972, -1.028], [-3.742, 0.711, -0.042], [-2.442, 0.647, -0.324], [0.612, 5.520, -6.490], [2.151, 5.559, -5.733], [-0.970, 3.746, -6.117], [-1.463, 1.573, -5.018], [2.369, 1.663, -3.113], [2.868, 3.830, -4.195], [-4.829, 1.408, -3.138], [-5.723, 1.036, -0.808], [-4.032, 0.556, 0.990], [-0.726, 6.201, 0.820], [0.417, 5.609, -0.643], [1.969, 6.758, -0.799], [-0.632, 5.439, -2.268], [1.077, 3.751, -0.299], [-0.351, 2.659, 0.411], [-0.054, 3.081, 2.277], [-1.202, 7.137, 0.525], [-0.157, 6.395, 1.731], [-1.514, 5.477, 1.035], [1.641, 7.776, -1.014], [2.636, 6.434, -1.599], [2.525, 6.774, 0.139], [-1.265, 6.317, -2.405], [-1.275, 4.558, -2.206], [0.012, 5.338, -3.140], [1.925, 3.708, 0.385], [1.366, 3.316, -1.257], [0.011, 4.161, 2.364], [0.870, 2.616, 2.612], [-0.893, 2.705, 2.853], [3.362, -9.210, -1.341], [2.699, -7.868, -1.171], [2.487, -7.326, 0.092], [1.913, -6.071, 0.257], [1.744, -5.502, 1.628], [1.515, -5.391, -0.892], [0.488, -3.450, -0.850], [-0.621, -2.029, 0.167], [-1.562, -2.319, 1.196], [-2.719, -2.014, 1.043], [-1.107, -2.936, 2.495], [-2.089, -3.226, 3.441], [-1.740, -3.714, 4.690], [-0.401, -3.906, 5.012], [0.582, -3.634, 4.071], [0.228, -3.153, 2.817], [-1.264, -4.122, -1.756], [-1.625, -3.489, -2.939], [-2.822, -3.823, -3.552], [-3.647, -4.773, -2.969], [-3.277, -5.392, -1.782], [-2.082, -5.081, -1.143], [-1.712, -5.767, 0.148], [1.737, -5.867, -2.179], [1.393, -5.113, -3.449], [2.320, -7.127, -2.281], [3.593, -9.664, -0.379], [4.289, -9.107, -1.906], [2.717, -9.890, -1.899], [2.780, -7.891, 0.970], [2.008, -6.230, 2.393], [0.713, -5.196, 1.800], [2.389, -4.627, 1.760], [-3.127, -3.065, 3.178], [-2.511, -3.947, 5.413], [-0.125, -4.266, 5.996], [1.626, -3.796, 4.313], [1.003, -2.922, 2.100], [-0.996, -2.728, -3.380], [-3.105, -3.327, -4.471], [-4.592, -5.029, -3.432], [-3.937, -6.123, -1.331], [-2.570, -6.288, 0.569], [-1.363, -5.050, 0.894], [-0.918, -6.500, -0.017], [1.239, -4.050, -3.281], [0.484, -5.516, -3.900], [2.200, -5.222, -4.171], [2.497, -7.526, -3.275]],
  "lowdin_spin": [0.67, 0.00, 0.00, 0.00, 0.00, 0.00, 0.00, 0.00, 0.00, 0.00, 0.00, 0.00, 0.01, 0.00, 0.10, 0.00, 0.00, 0.00, 0.00, 0.00, 0.00, 0.00, 0.00, 0.00, 0.00, 0.00, 0.00, 0.00, 0.00, 0.00, 0.00, 0.00, 0.00, 0.00, 0.00, 0.00, 0.01, 0.01, 0.13, 0.00, 0.00, 0.00, 0.00, 0.00, 0.00, 0.00, 0.00, 0.00, 0.00, 0.00, 0.00, 0.00, 0.00, 0.01, 0.00, 0.00, 0.00, 0.00, 0.00, 0.00, 0.00, 0.00, 0.00, 0.00, 0.00, 0.00, 0.00, 0.00, 0.00, 0.00, 0.00, 0.00, 0.00, 0.00, 0.00, 0.00, 0.03, 0.00, 0.01, 0.00, 0.00, 0.00, 0.00, 0.00, 0.00, 0.00, 0.00, 0.00, 0.00, 0.00, 0.00, 0.00, 0.00, 0.00, 0.00, 0.00, 0.00, 0.00, 0.00, 0.00, 0.00, 0.00, 0.00, 0.00, 0.00, 0.00, 0.00, 0.00, 0.00, 0.00, 0.00, 0.00, 0.00, 0.00, 0.00, 0.00, 0.00, 0.00]
}

---

(2)
{
  "formula": "C25H28AsN7O6S7TeW",
  "method": "the ωB97M-V functional and the def2-TZVPD basis",
  "relative_energy_kj_mol": 324.2,
  "energy_ev": -194897.7626,
  "homo_ev": -6.97,
  "homo_lumo_gap_ev": 6.09,
  "charge": 0,
  "elements": ["W", "O", "S", "O", "O", "C", "C", "C", "C", "C", "C", "S", "O", "O", "O", "H", "H", "H", "H", "S", "As", "S", "S", "S", "N", "C", "N", "N", "C", "N", "H", "H", "H", "H", "N", "C", "C", "N", "C", "H", "H", "H", "H", "S", "C", "N", "C", "C", "C", "C", "H", "H", "H", "H", "H", "C", "C", "C", "C", "C", "C", "Te", "C", "C", "C", "H", "H", "H", "H", "H", "H", "H", "H", "H", "H", "H"],
  "xyz": [[0.148, -0.949, 1.282], [-0.687, -1.695, 3.002], [-2.124, -1.088, 2.593], [-2.062, -1.088, 1.049], [-0.578, 0.609, 1.955], [-2.864, -2.705, 2.782], [-3.508, -3.019, 3.960], [-3.809, -4.350, 4.245], [-3.434, -5.336, 3.356], [-2.777, -5.012, 2.166], [-2.478, -3.702, 1.858], [-1.682, -3.443, 0.164], [-1.387, -4.821, -0.221], [-0.579, -2.718, -2.100], [-0.258, -2.819, 0.734], [-3.768, -2.233, 4.661], [-4.323, -4.607, 5.162], [-3.652, -6.372, 3.580], [-2.477, -5.778, 1.463], [2.295, 0.938, 0.895], [2.319, -1.504, 0.063], [-0.341, -0.134, -1.078], [2.204, -2.299, 2.037], [4.044, -1.891, -0.937], [-0.056, -1.902, 5.903], [0.519, -0.904, 6.602], [0.364, -0.913, 7.949], [1.189, 0.090, 6.076], [1.324, 0.042, 4.753], [1.442, 0.001, 3.603], [-0.536, -2.657, 6.355], [-0.025, -1.889, 4.890], [0.026, -1.726, 8.427], [0.904, -0.243, 8.466], [-4.510, 1.928, 0.724], [-4.690, 1.351, -0.513], [-3.495, 1.472, -1.147], [-2.592, 2.114, -0.329], [-3.232, 2.367, 0.781], [-5.198, 2.007, 1.450], [-5.622, 0.909, -0.814], [-3.216, 1.121, -2.124], [-2.813, 2.858, 1.646], [0.713, -3.513, -2.369], [1.521, -2.561, -3.495], [0.848, -1.482, -3.956], [1.347, -0.636, -4.896], [2.567, -0.864, -5.434], [3.337, -1.953, -4.933], [2.839, -2.780, -3.981], [-0.034, -1.320, -3.468], [0.719, 0.201, -5.163], [2.953, -0.210, -6.201], [4.346, -2.097, -5.296], [3.426, -3.570, -3.536], [3.131, 5.734, -4.274], [2.429, 4.762, -3.366], [1.336, 5.143, -2.606], [0.705, 4.257, -1.739], [-0.492, 4.777, -0.973], [1.170, 2.934, -1.632], [0.253, 1.865, 0.012], [2.247, 2.519, -2.433], [2.786, 1.116, -2.471], [2.852, 3.444, -3.276], [2.656, 6.713, -4.246], [3.122, 5.380, -5.307], [4.175, 5.852, -3.980], [0.957, 6.156, -2.689], [-0.835, 5.713, -1.410], [-0.245, 4.973, 0.074], [-1.324, 4.073, -0.987], [2.000, 0.376, -2.335], [3.531, 0.949, -1.694], [3.269, 0.927, -3.430], [3.690, 3.113, -3.881]],
  "lowdin_charge": [1.08, -0.63, 0.96, -0.67, -0.82, -0.34, -0.09, -0.08, -0.06, -0.06, -0.25, 0.92, -0.46, -0.78, -0.76, 0.11, 0.10, 0.11, 0.10, 0.08, 0.00, 0.18, 0.18, 0.08, 0.19, -0.51, 0.15, 0.11, -0.32, 0.02, 0.11, 0.06, 0.10, 0.11, 0.06, -0.09, -0.16, -0.06, -0.21, 0.15, 0.11, 0.10, 0.13, 0.91, -0.55, 0.06, -0.08, -0.08, -0.05, -0.11, 0.08, 0.13, 0.11, 0.11, 0.10, -0.05, -0.26, -0.02, -0.31, -0.10, -0.36, 1.22, -0.28, -0.12, -0.02, 0.07, 0.08, 0.08, 0.11, 0.08, 0.08, 0.03, 0.00, 0.03, 0.07, 0.12]
}

---

(3)
{
  "formula": "H80O40",
  "method": "the ωB97M-V functional and the def2-TZVPD basis",
  "relative_energy_kj_mol": 1661.8,
  "energy_ev": -83188.5922,
  "homo_ev": -10.72,
  "homo_lumo_gap_ev": 9.99,
  "charge": 0,
  "elements": ["H", "H", "O", "H", "H", "O", "H", "H", "O", "H", "H", "O", "H", "H", "O", "H", "O", "H", "O", "H", "H", "O", "H", "H", "O", "H", "H", "O", "H", "H", "O", "H", "O", "H", "H", "O", "H", "H", "O", "H", "H", "O", "H", "H", "O", "H", "H", "O", "H", "H", "O", "H", "O", "H", "H", "O", "H", "O", "H", "H", "O", "H", "H", "O", "H", "H", "O", "H", "H", "O", "H", "H", "O", "H", "H", "O", "H", "H", "O", "H", "H", "O", "H", "H", "O", "H", "H", "O", "H", "O", "H", "H", "O", "H", "H", "H", "H", "H", "H", "O", "H", "H", "O", "H", "H", "O", "H", "H", "O", "H", "H", "O", "H", "H", "O", "H", "H", "O", "H", "H"],
  "xyz": [[1.958, -1.795, 3.757], [2.950, -1.174, 4.646], [2.916, -1.358, 3.744], [-3.706, 2.388, -0.246], [-5.052, 3.070, 0.100], [-4.094, 3.248, 0.020], [-0.342, -0.892, -1.447], [0.058, 0.090, -2.517], [0.280, -0.817, -2.259], [-1.927, -6.018, 0.295], [-2.845, -5.555, -0.546], [-2.132, -5.203, -0.149], [3.392, -2.503, 1.200], [3.736, -3.814, 0.243], [3.547, -3.490, 1.097], [1.994, -4.332, -0.538], [1.662, -5.177, -0.210], [2.733, -4.326, -3.343], [2.895, -5.179, -3.069], [1.247, 3.980, -2.576], [0.967, 4.685, -3.972], [0.620, 3.978, -3.436], [2.599, -4.204, 2.351], [3.553, -5.085, 3.100], [2.730, -4.656, 3.172], [-4.166, -1.768, 1.403], [-3.703, -1.820, 2.960], [-3.987, -1.290, 2.150], [-1.956, -3.679, 2.496], [-2.726, -4.026, 1.244], [-2.807, -3.874, 2.160], [3.575, 2.358, 0.835], [4.026, 1.675, 0.670], [-4.313, 3.168, -3.833], [-2.946, 3.210, -4.408], [-3.768, 2.825, -4.601], [-0.971, 3.255, 2.186], [0.166, 2.450, 2.302], [0.043, 3.267, 2.308], [-0.973, 4.541, -0.957], [-0.179, 4.821, -2.163], [-0.412, 5.167, -1.367], [-4.683, -0.078, -1.650], [-4.875, 1.273, -2.481], [-4.205, 0.717, -1.860], [1.859, -0.184, 0.836], [2.290, -0.191, 2.223], [1.688, -0.665, 1.561], [-0.309, 0.286, 1.241], [-0.837, 1.094, 0.048], [-1.003, 1.001, 0.920], [-0.040, -3.635, -3.882], [0.431, -3.395, -3.238], [0.533, -2.342, 0.541], [-0.465, -3.177, -0.358], [-0.287, -2.320, 0.030], [4.507, -4.214, -2.127], [4.243, -3.705, -1.407], [2.481, 2.236, -2.694], [3.731, 3.219, -3.117], [2.949, 2.831, -3.311], [-5.194, 0.125, 1.751], [-5.058, 1.551, 1.555], [-5.657, 1.005, 1.868], [-6.599, 0.477, -0.620], [-5.664, -0.402, -0.456], [-6.555, -0.374, -0.271], [-1.230, 3.855, -3.247], [-2.426, 3.850, -2.111], [-1.993, 3.349, -2.813], [-3.289, 2.586, 4.157], [-4.552, 2.241, 3.136], [-4.176, 2.836, 3.760], [-3.049, 4.848, 0.491], [-1.881, 5.802, 0.918], [-2.085, 4.924, 0.419], [4.925, -1.225, 2.579], [6.221, -0.649, 2.206], [5.466, -1.004, 1.990], [2.121, -1.020, -1.738], [2.376, -0.301, -3.011], [2.790, -0.421, -2.174], [-0.058, -0.015, 5.555], [0.402, -1.236, 6.501], [0.728, -0.602, 5.854], [1.166, 3.628, 0.163], [1.764, 4.924, -0.972], [1.958, 4.175, -0.178], [-3.579, 0.292, -5.508], [-2.974, 0.246, -4.841], [0.566, -2.031, -4.929], [2.036, -2.275, -5.225], [1.141, -1.988, -5.636], [-0.163, -3.317, -2.460], [2.157, -5.208, 0.734], [4.887, -3.020, -1.505], [2.463, -5.238, -2.196], [4.252, 0.985, 1.229], [-2.878, 1.105, -4.374], [4.313, 1.083, -5.140], [3.472, 1.375, -4.696], [4.119, 0.179, -5.134], [0.084, -5.134, 3.795], [-0.021, -4.506, 4.488], [0.945, -5.162, 3.606], [-1.730, 0.492, -1.485], [-2.580, 0.140, -1.129], [-2.038, 1.391, -1.589], [-2.825, -0.528, 5.706], [-2.194, -0.037, 5.106], [-3.739, -0.496, 5.516], [-0.775, 1.840, 4.189], [-0.360, 2.817, 3.953], [-0.218, 1.569, 4.829], [2.138, 2.470, 3.245], [2.400, 1.665, 2.724], [2.166, 3.172, 2.702], [5.177, 3.776, -1.884], [5.309, 3.533, -0.921], [5.346, 2.987, -2.554]],
  "lowdin_charge": [0.13, 0.00, -0.07, 0.04, 0.07, -0.05, 0.05, 0.05, -0.13, 0.07, -0.01, 0.02, 0.08, -0.03, -0.06, -0.01, -0.09, -0.03, -0.03, 0.10, 0.07, -0.09, -0.03, 0.04, -0.03, -0.02, 0.09, -0.04, 0.01, -0.03, -0.02, -0.11, 0.08, 0.08, -0.02, -0.07, 0.11, -0.14, -0.03, -0.02, -0.10, -0.04, 0.02, 0.16, -0.08, -0.03, 0.06, -0.02, 0.09, -0.07, -0.04, -0.07, 0.04, 0.03, 0.02, -0.03, 0.02, -0.01, 0.07, -0.05, -0.02, 0.04, -0.10, -0.01, 0.01, -0.05, 0.02, 0.07, 0.05, -0.07, 0.05, -0.04, -0.07, 0.02, 0.13, -0.10, -0.11, -0.02, 0.13, 0.04, -0.02, -0.08, 0.05, 0.05, -0.06, 0.05, 0.14, -0.16, -0.03, -0.04, -0.05, 0.09, -0.05, 0.07, 0.11, 0.07, 0.02, -0.01, 0.01, -0.06, 0.03, -0.02, 0.01, 0.02, -0.09, -0.08, 0.07, 0.02, -0.06, 0.04, 0.01, -0.07, 0.13, -0.07, 0.00, 0.05, -0.03, -0.12, 0.06, 0.11]
}

---

(4)
{
  "formula": "C5H12N",
  "method": "the ωB97M-V functional and the def2-TZVPD basis",
  "relative_energy_kj_mol": 248.3,
  "energy_ev": -6860.9851,
  "homo_ev": -12.54,
  "homo_lumo_gap_ev": 7.00,
  "charge": 1,
  "elements": ["C", "C", "C", "H", "H", "H", "H", "H", "H", "C", "C", "N", "H", "H", "H", "H", "H", "H"],
  "xyz": [[1.928, 2.120, -1.618], [2.526, 1.244, -0.543], [1.925, 0.888, 0.617], [1.692, 1.524, -2.495], [1.025, 2.659, -1.303], [2.691, 2.844, -1.927], [3.550, 0.935, -0.712], [2.308, 0.035, 1.218], [1.071, 1.441, 1.064], [-3.179, -1.622, 0.260], [-0.928, -1.314, 1.173], [-1.800, -1.262, 0.203], [-3.449, -2.436, -0.453], [-3.822, -0.735, 0.053], [-3.338, -1.956, 1.275], [-1.247, -1.699, 2.169], [-0.022, -0.742, 1.069], [-1.481, -0.935, -0.716]],
  "nbo_charge": [-0.66, -0.11, -0.50, 0.23, 0.21, 0.24, 0.21, 0.20, 0.19, -0.44, 0.13, -0.38, 0.26, 0.26, 0.23, 0.23, 0.25, 0.44]
}